Entry 1:
Computed, not measured: a molecular structure, C16H47CrO15 in a non-equilibrium geometry, with ωB97M-V/def2-TZVPD.

## Properties
- relative energy (zero: lowest compared OMol25 entry of this formula, charge and spin) (kJ/mol) = 0.0
- LUMO energy (alpha / beta) (eV) = -4.34 / -4.05
- expectation value of S² = 6.02
- HOMO (alpha / beta) (eV) = -11.62 / -11.68
- frontier orbital gap (alpha / beta) (eV) = 7.289 / 7.628

```
! RIJCOSX wB97M-V def2-TZVPD def2/J DEFGRID3
* xyz 1 5
Cr 15.97 23.04 -7.62
O 14.61 21.64 -8.48
O 14.84 14.89 -5.32
O 17.33 22.64 -3.45
O 19.45 19.55 -12.27
O 16.48 21.51 -6.25
O 18.93 17.51 -4.41
O 23.63 20.95 -9.38
O 14.98 20.84 -3.05
O 17.55 22.39 -9.30
O 16.93 20.88 -11.55
O 12.97 19.92 -9.86
O 18.06 23.82 -7.06
O 20.73 17.06 -1.90
O 12.69 16.99 -4.85
O 22.30 18.37 -9.06
C 22.82 20.61 -8.28
C 13.96 20.59 -7.77
C 18.32 19.99 -6.79
C 14.04 16.99 -4.32
C 12.68 20.08 -8.45
C 18.68 24.14 -8.30
C 21.73 19.61 -8.68
C 18.68 19.18 -11.13
C 17.21 19.51 -11.25
C 18.59 17.22 -3.05
C 15.32 22.03 -2.36
C 18.90 22.88 -9.18
C 16.82 22.27 -2.17
C 14.48 15.58 -4.12
C 19.68 16.35 -2.45
C 17.11 20.31 -5.92
H 21.09 20.07 -9.45
H 11.85 20.78 -8.38
H 18.28 20.45 -7.77
H 14.64 17.58 -5.01
H 18.92 19.59 -13.06
H 13.62 21.02 -6.82
H 17.41 22.00 -10.18
H 18.56 18.92 -6.74
H 15.29 15.56 -3.38
H 14.94 22.02 -1.33
H 19.54 22.11 -8.73
H 17.60 16.77 -2.97
H 19.71 18.08 -4.36
H 21.66 17.81 -9.51
H 19.20 15.68 -1.72
H 15.37 14.12 -5.09
H 19.97 15.60 -3.20
H 16.72 19.21 -10.32
H 18.61 23.18 -6.58
H 13.92 17.45 -3.34
H 18.98 19.73 -10.23
H 14.42 21.41 -9.41
H 16.66 18.88 -11.96
H 15.12 20.93 -3.99
H 18.89 18.12 -10.97
H 17.45 20.27 -4.87
H 17.00 21.01 -12.50
H 23.38 20.05 -7.52
H 13.66 15.02 -3.65
H 17.30 21.35 -1.82
H 12.65 16.24 -5.46
H 14.99 22.81 -3.05
H 12.29 19.31 -10.17
H 18.05 24.82 -8.88
H 19.30 20.26 -6.36
H 23.81 20.12 -9.83
H 21.13 16.61 -1.16
H 19.62 24.69 -8.23
H 20.96 19.39 -7.92
H 12.47 19.10 -8.02
H 17.00 21.97 -4.06
H 14.58 19.74 -7.49
H 19.34 23.12 -10.14
H 17.12 23.01 -1.43
H 22.32 21.47 -7.84
H 16.37 19.50 -5.91
H 18.43 18.15 -2.50
*
```


Entry 2:
Computed, not measured: 2 unconnected molecules or ions with the total composition C5H3F6N in a non-equilibrium geometry, with ωB97M-V/def2-TZVPD.

## Properties
- relative energy (zero: lowest compared OMol25 entry of this formula, charge and spin) (kJ/mol) = 0.0
- LUMO energy (eV) = 0.70
- SMILES string = C=CC(F)(F)F.N#CC(F)(F)F
- HOMO (eV) = -11.08
- frontier orbital gap (eV) = 11.773

```
! RIJCOSX wB97M-V def2-TZVPD def2/J DEFGRID3
* xyz 0 1
F 2.67 -1.86 0.64
F 2.34 -1.34 -1.33
F -3.20 1.83 0.16
F -1.82 0.67 -1.15
F -3.80 -0.01 -0.81
F 0.70 -2.26 -0.08
N -2.00 -0.77 1.88
C -2.76 0.57 -0.23
C -2.28 -0.13 0.96
C 1.52 0.10 0.34
C 1.70 -1.36 -0.18
C 1.77 1.21 -0.35
H 1.88 2.07 0.21
H 1.71 1.27 -1.42
H 1.58 0.00 1.38
*
```


Entry 3:
Computed, not measured: a single C17H10Br2N4OS molecule in a non-equilibrium geometry, with ωB97M-V/def2-TZVPD.

## Properties
- relative energy (zero: lowest compared OMol25 entry of this formula, charge and spin) (kJ/mol) = 13.9
- LUMO energy (eV) = -0.50
- SMILES string = Cc1nnc(-n2c(-c3ccccc3)nc3c(Br)cc(Br)cc3c2=O)s1
- HOMO (eV) = -8.79
- frontier orbital gap (eV) = 8.288

```
! RIJCOSX wB97M-V def2-TZVPD def2/J DEFGRID3
* xyz 0 1
Br 6.23 0.58 3.36
Br 4.48 -0.94 -1.90
S -2.27 1.26 1.99
O 0.58 0.68 3.01
N 1.82 -0.23 -0.73
N 0.04 0.30 0.79
N -2.00 -0.88 0.66
N -3.28 -0.91 1.03
C 4.77 0.18 2.14
C -1.86 0.91 -3.24
C 2.74 -0.17 0.29
C -0.28 -0.11 -1.68
C -1.06 -1.34 -3.59
C 0.55 0.03 -0.50
C -3.56 0.11 1.82
C -1.31 0.17 1.05
C 5.09 -0.25 0.87
C -1.06 0.99 -2.12
C 4.07 -0.43 -0.07
C -1.83 -0.25 -3.98
C 0.97 0.45 1.85
C 2.37 0.23 1.58
C -0.22 -1.24 -2.48
C 3.44 0.43 2.51
C -5.00 0.23 2.34
H -1.07 1.95 -1.58
H 3.22 0.71 3.55
H -5.06 0.45 3.41
H -1.09 -2.25 -4.20
H -2.43 1.76 -3.51
H -2.50 -0.33 -4.83
H 0.42 -2.08 -2.29
H -5.46 1.03 1.78
H -5.59 -0.67 2.13
H 6.14 -0.39 0.57
*
```


Entry 4:
Computed, not measured: a molecular structure, C18H19N4O7PS2V in a non-equilibrium geometry, with ωB97M-V/def2-TZVPD.

## Properties
- LUMO energy (eV) = -12.34
- HOMO (eV) = -18.41
- frontier orbital gap (eV) = 6.077

```
! RIJCOSX wB97M-V def2-TZVPD def2/J DEFGRID3
* xyz 3 1
V -0.02 -0.22 0.17
S 1.80 3.78 0.60
S -3.88 1.69 -1.28
P -1.57 -1.59 1.61
O 0.67 -4.71 -3.13
O 3.16 -0.62 2.06
O 4.80 -5.99 -0.88
O 0.41 -1.55 -0.66
O 5.77 -4.52 0.38
O -0.63 -3.38 -2.02
O 0.97 -0.52 1.49
N 0.65 1.64 -0.03
N 4.86 -4.95 -0.28
N -1.67 0.73 -0.55
N 0.43 -3.97 -2.22
C 1.54 -3.60 -1.32
C 2.42 -2.21 0.44
C 2.65 -4.41 -1.25
C 3.64 -4.09 -0.34
C -2.33 -0.43 2.75
C -2.98 -0.84 -2.01
C 3.13 1.52 -0.36
C 3.54 -3.02 0.52
C -1.69 2.06 -0.10
C -0.60 -2.76 2.57
C -2.83 2.71 -0.39
C 1.86 2.18 0.05
C 0.09 3.74 0.71
C -2.77 0.41 -1.24
C 1.45 -2.48 -0.52
C 2.31 -1.07 1.41
C -2.83 -2.54 0.76
C -0.37 2.54 0.31
H -2.92 -1.00 3.47
H -3.09 3.74 -0.19
H 3.68 2.17 -1.05
H -0.47 4.61 1.02
H -0.18 -3.54 1.94
H 4.33 -2.82 1.23
H -3.67 -1.91 0.46
H 0.19 -2.26 3.14
H -1.56 0.13 3.29
H -2.20 -1.58 -1.82
H -3.19 -3.28 1.48
H 2.94 0.58 -0.88
H -1.30 -3.22 3.28
H -3.96 -1.28 -1.83
H 3.79 1.34 0.49
H -2.99 0.26 2.22
H -2.95 -0.61 -3.08
H 2.74 -5.29 -1.89
H -2.43 -3.07 -0.11
*
```


Entry 5:
Computed, not measured: a molecular structure, C8H7Br2CuO8S2 in a non-equilibrium geometry, with ωB97M-V/def2-TZVPD.

## Properties
- relative energy (zero: lowest compared OMol25 entry of this formula, charge and spin) (kJ/mol) = 0.0
- LUMO energy (alpha / beta) (eV) = 2.62 / 1.92
- expectation value of S² = 0.75
- HOMO (alpha / beta) (eV) = -6.98 / -6.99
- frontier orbital gap (alpha / beta) (eV) = 9.607 / 8.907

```
! RIJCOSX wB97M-V def2-TZVPD def2/J DEFGRID3
* xyz -1 2
Br 12.08 5.39 6.54
Br 13.80 7.43 4.74
Cu 8.71 6.29 4.72
S 9.25 9.32 5.47
S 6.14 7.43 5.40
O 8.69 4.26 4.77
O 9.52 8.78 6.77
O 10.06 10.43 5.03
O 10.06 5.45 3.51
O 7.37 6.78 6.00
O 9.34 8.15 4.49
O 4.97 7.22 6.22
O 6.08 7.07 4.00
C 5.11 9.88 5.51
C 7.41 11.35 5.24
C 9.64 4.32 3.91
C 5.01 11.25 5.52
C 6.35 9.27 5.49
C 6.15 11.97 5.26
C 12.16 7.15 5.62
C 7.56 9.96 5.41
H 8.34 11.92 5.11
H 4.23 9.28 5.67
H 6.20 13.07 5.09
H 11.40 7.15 4.87
H 10.16 3.42 3.57
H 12.01 7.93 6.39
H 4.06 11.79 5.63
*
```


Entry 6:
Computed, not measured: 2 unconnected molecules or ions with the total composition C5H14, with ωB97M-V/def2-TZVPD.

## Properties
- relative energy (zero: lowest compared OMol25 entry of this formula, charge and spin) (kJ/mol) = 14.0
- LUMO energy (eV) = 1.12
- SMILES string = CCC.CC
- HOMO (eV) = -11.43
- frontier orbital gap (eV) = 12.543

```
! RIJCOSX wB97M-V def2-TZVPD def2/J DEFGRID3
* xyz 0 1
C -0.09 1.83 1.69
C 0.40 -2.85 -1.21
C -0.27 -1.61 -1.82
C 0.74 2.47 0.59
C -0.84 0.61 1.20
H -0.75 2.59 2.12
H 0.41 -0.75 -1.77
H -1.55 0.18 1.89
H -0.01 -3.78 -1.60
H 1.32 3.33 0.91
H 0.24 -2.89 -0.13
H 0.13 2.79 -0.28
H -0.18 -0.20 0.89
H 1.48 -2.78 -1.31
H -1.41 0.86 0.30
H 0.61 1.53 2.47
H -1.13 -1.31 -1.23
H -0.55 -1.77 -2.85
H 1.43 1.76 0.13
*
```